[1]
Entry from the Open Molecules 2025 dataset: a 7-piece molecular cluster, C26H32F3NO3 overall (ωB97M-V with the def2-TZVPD basis set).

Geometry (Å):
1 H -0.40 -1.55 1.80
2 F 4.27 3.42 -3.10
3 O -4.02 -3.38 -6.93
4 H 2.41 1.61 8.99
5 C 0.02 -2.30 -1.32
6 C 1.12 -3.23 -1.32
7 H 7.66 -0.50 3.87
8 C -4.75 -5.42 6.06
9 C -2.63 -4.36 6.12
10 F 0.09 6.26 -8.19
11 C 3.20 5.09 -1.80
12 H 1.96 2.23 7.33
13 C -4.65 -4.14 -7.92
14 O 2.16 0.21 7.61
15 N -0.49 -1.61 -0.28
16 C 2.86 3.26 0.24
17 C -3.85 -4.80 8.17
18 C 2.47 5.38 -0.66
19 C -1.00 5.40 -8.21
20 H 4.13 1.95 -0.89
21 H 3.22 5.72 -2.68
22 C -1.89 3.27 -7.42
23 H 2.88 2.53 1.03
24 H -4.08 -4.08 -8.85
25 H 1.90 6.29 -0.68
26 H -4.13 4.96 -9.41
27 H -3.89 -4.73 9.24
28 C -3.14 3.66 -8.04
29 H 2.87 0.24 6.96
30 H 6.87 -0.98 5.75
31 H 1.57 -3.67 -2.20
32 C 1.19 -2.63 1.04
33 H -5.64 -3.75 -8.14
34 O 6.24 -0.64 5.10
35 C -4.85 -5.41 7.39
36 H -2.32 6.68 -9.37
37 H -1.71 -3.91 5.79
38 H -1.92 -3.86 8.05
39 H 7.21 1.05 4.42
40 H -0.42 -1.93 -2.23
41 C 2.28 4.47 0.32
42 C -2.24 5.80 -8.76
43 C -3.69 -4.85 5.36
44 C 1.78 1.49 8.11
45 C -3.20 4.78 -8.88
46 F -5.81 -5.97 5.48
47 H 0.01 4.12 -6.87
48 H -1.88 2.36 -6.84
49 C 3.62 2.90 -0.86
50 H -4.77 -3.12 -6.39
51 C 1.77 -3.31 -0.11
52 H 1.77 -2.62 1.95
53 H -4.69 -5.22 -7.76
54 C 3.70 3.79 -1.90
55 C 0.06 -1.86 0.88
56 H -4.02 3.04 -8.06
57 H 0.72 1.51 8.35
58 H 6.06 0.18 3.25
59 H -3.77 -4.65 4.30
60 H 2.62 -3.98 -0.04
61 C -0.85 4.20 -7.52
62 C -2.71 -4.33 7.50
63 C 6.78 0.12 4.06
64 H 1.66 4.66 1.18
65 H -5.72 -5.79 7.93

Summary:
Energy relative to the best compared isomer or geometry (same formula, charge and spin) in eV: 0.577
Molecular weight in g mol⁻¹: 463.540
Structure (SMILES): Fc1ccccc1.Fc1ccccc1.Fc1ccccc1.c1ccncc1.CO.CO.CO
Highest occupied orbital energy in eV: -9.16
Spin multiplicity: 1
Gap between HOMO and LUMO in eV: 9.5
Total energy in Ha: -1589.82851

Here are the natural (NBO) charges for atoms 1 to 6, given in e: atom 1 (H): 0.188, atom 2 (F): -0.338, atom 3 (O): -0.703, atom 4 (H): 0.171, atom 5 (C): 0.047, atom 6 (C): -0.274



[2]
Entry from the Open Molecules 2025 dataset: C26H32IrN6O3S2 as an isolated structure (ωB97M-V with the def2-TZVPD basis set).

Geometry (Å):
1 H 1.22 1.44 5.50
2 C 0.74 0.72 3.54
3 S 6.45 -2.41 3.93
4 N 1.79 -1.28 0.24
5 H 0.20 5.91 4.75
6 C -2.23 1.52 -1.58
7 C 3.15 -0.56 3.57
8 H -1.40 3.60 0.32
9 H 0.17 -6.21 -5.28
10 H 1.98 -1.45 -1.79
11 Ir 0.14 0.13 0.37
12 C -2.61 0.11 -2.02
13 H 3.39 -3.54 -1.81
14 C 1.56 0.85 4.66
15 C 2.28 -0.61 2.46
16 C 4.36 -1.32 3.51
17 H -1.25 0.32 -4.28
18 N -1.47 -0.70 -2.43
19 H -0.23 1.19 3.53
20 H -0.48 3.23 -1.17
21 H 0.03 -0.82 -3.88
22 C -0.01 -6.03 -3.16
23 C 3.79 -2.17 1.25
24 C -1.94 -2.00 -2.87
25 H -2.46 -2.50 -2.06
26 H -1.64 1.98 -2.37
27 H -1.86 1.58 1.75
28 C -2.39 1.38 0.82
29 O 0.38 2.59 0.60
30 N 1.10 0.04 2.46
31 H -0.14 -2.38 -0.98
32 C 0.33 -5.58 -4.43
33 C -0.78 2.85 -0.19
34 C 4.65 -2.14 2.37
35 C 1.98 -2.12 -0.92
36 C 2.78 0.22 4.68
37 H -1.10 -2.63 -3.19
38 C 0.17 -5.21 -2.07
39 O -0.98 3.15 3.85
40 S -0.70 4.37 3.10
41 C -0.77 5.84 4.28
42 C -0.64 -0.08 -3.46
43 C 0.70 -3.93 -2.21
44 H 0.70 -3.66 -0.11
45 C 2.62 -1.37 1.27
46 H -0.03 0.72 -3.05
47 C 1.09 -3.50 -3.49
48 H -0.98 6.70 3.66
49 H 1.55 -2.53 -3.62
50 H 1.14 -3.96 -5.57
51 H -0.42 -7.02 -3.03
52 H -2.78 0.36 0.83
53 H -3.24 2.08 0.75
54 H -0.10 -5.56 -1.08
55 H 1.15 3.02 0.22
56 N -1.48 1.56 -0.32
57 H -2.62 -1.91 -3.73
58 H -3.30 0.21 -2.87
59 N 5.30 -1.39 4.44
60 H -3.16 2.11 -1.49
61 C 0.88 -4.31 -4.59
62 O -1.65 4.65 2.03
63 H -3.13 -0.42 -1.23
64 N 5.80 -2.79 2.52
65 H -1.56 5.66 5.01
66 C 0.74 -3.04 -1.01
67 C 4.08 -2.95 0.10
68 H 4.99 -3.53 0.10
69 H 3.46 0.27 5.51
70 C 3.23 -2.94 -0.93

Summary:
Molecular weight in g mol⁻¹: 732.932
Highest occupied orbital energy (spin up / spin down) in eV: -13.19 / -13.54
Total charge: +2
Spin multiplicity: 6
Gap between HOMO and LUMO (spin up / spin down) in eV: 7.0 / 5.4
Total energy in Ha: -2464.23529

Here are the natural (NBO) charges for atoms 1 to 6, given in e: atom 1 (H): 0.256, atom 2 (C): 0.082, atom 3 (S): 1.050, atom 4 (N): -0.520, atom 5 (H): 0.250, atom 6 (C): -0.245



[3]
Entry from the Open Molecules 2025 dataset: C26H32N2OSeSi2Ta as an isolated structure (ωB97M-V with the def2-TZVPD basis set).

Geometry (Å):
1 H -1.09 -2.83 1.08
2 C 1.67 -1.16 -2.76
3 H -3.15 -1.45 -0.86
4 H -1.85 -0.56 2.16
5 H 0.64 -2.87 0.67
6 N -2.51 3.94 -2.22
7 C -0.73 0.26 6.38
8 H 3.16 -0.94 0.24
9 C 2.30 -2.46 -4.70
10 H 3.00 -2.66 -5.51
11 C 0.52 -1.98 -2.60
12 H 3.15 -0.39 4.38
13 H 1.29 0.37 7.10
14 H -1.77 0.58 -6.07
15 Ta -0.20 0.64 -0.35
16 H -3.66 4.16 -4.63
17 C -1.93 1.27 -5.25
18 C -1.51 1.96 -3.02
19 H -0.64 0.18 -3.92
20 Si -0.69 -1.84 -1.18
21 H -2.79 -2.84 -1.86
22 H 3.17 0.55 5.86
23 C -2.03 0.30 2.81
24 H -3.05 0.25 3.17
25 C 1.18 -3.27 -4.54
26 C -0.37 -2.97 0.27
27 C 0.37 0.39 3.80
28 H 2.63 2.72 -1.92
29 C -1.33 0.20 7.72
30 C 1.24 0.42 4.98
31 C -1.30 1.03 -4.05
32 H -2.00 1.05 7.86
33 H -0.48 -4.00 -0.08
34 C 3.41 -0.06 -0.36
35 H 3.06 1.38 4.32
36 C -2.37 3.11 -3.24
37 H -1.93 1.22 2.23
38 H -0.60 0.19 8.52
39 H 1.68 2.12 -3.30
40 H 1.00 -4.08 -5.22
41 H 4.35 -0.28 -0.87
42 C 2.73 0.50 4.87
43 H -1.97 -0.69 7.80
44 H 2.10 0.45 2.55
45 C 0.29 -3.02 -3.50
46 H -2.69 -1.22 -2.56
47 C 0.66 0.35 6.21
48 C 1.02 0.41 2.60
49 C -2.79 2.39 -5.47
50 Si 2.11 0.29 -1.65
51 H 3.59 0.80 0.29
52 O 0.46 0.31 1.40
53 C -3.02 3.30 -4.50
54 H -0.58 -3.66 -3.40
55 H 3.39 1.72 -3.15
56 H 3.41 -0.79 -3.98
57 H -2.64 0.19 5.39
58 C -1.07 0.31 3.97
59 C 2.46 1.87 -2.58
60 Se -1.52 3.45 -0.87
61 C 2.53 -1.41 -3.82
62 H -3.26 2.50 -6.44
63 C -1.57 0.25 5.23
64 C -2.50 -1.80 -1.66
65 N -0.98 1.91 -1.78

Summary:
Energy relative to the best compared isomer or geometry (same formula, charge and spin) in eV: 0.833
Molecular weight in g mol⁻¹: 704.635
Highest occupied orbital energy in eV: -17.01
Total charge: +3
Spin multiplicity: 1
Gap between HOMO and LUMO in eV: 6.4
Total energy in Ha: -4231.11961

Here are the natural (NBO) charges for atoms 1 to 6, given in e: atom 1 (H): 0.255, atom 2 (C): -0.523, atom 3 (H): 0.261, atom 4 (H): 0.222, atom 5 (H): 0.259, atom 6 (N): -0.447



[4]
Entry from the Open Molecules 2025 dataset: C26H32N4O3 as an isolated structure (ωB97M-V with the def2-TZVPD basis set).

Geometry (Å):
1 C -3.27 1.71 -0.54
2 H 0.11 0.61 0.58
3 H 6.41 4.66 0.89
4 H 6.41 3.38 1.76
5 C 0.07 0.45 1.51
6 C -7.23 1.16 0.21
7 N 3.32 -1.88 -0.56
8 C -1.51 -0.73 2.95
9 C -4.61 1.56 -0.31
10 H -4.81 3.20 0.91
11 H -2.51 -1.23 2.75
12 C 1.37 0.32 2.41
13 H -1.74 -3.46 1.65
14 C 6.26 3.68 0.76
15 O -1.23 0.81 -2.64
16 H 0.03 -3.66 1.97
17 C 3.82 -0.80 -0.29
18 H 3.01 2.63 -0.85
19 H -0.45 1.39 1.82
20 C 0.20 -1.34 -2.27
21 C 1.90 0.09 -1.27
22 C 4.80 1.91 0.19
23 H -2.35 -0.05 0.20
24 C 5.33 1.00 0.78
25 H 5.66 -1.10 0.67
26 H -2.18 -2.13 0.12
27 H 1.15 0.14 3.43
28 C 4.95 -0.42 0.40
29 C -1.32 -2.16 -0.23
30 H -8.35 1.13 0.40
31 H -2.72 2.28 -0.02
32 H -1.35 -0.02 3.53
33 H 0.05 -0.86 -3.20
34 C 3.09 0.44 -0.83
35 C 2.42 -2.38 -1.13
36 C -0.55 -1.94 1.02
37 H 7.18 3.13 0.41
38 H -7.23 -0.68 -1.07
39 C -0.82 -2.23 3.20
40 N -0.91 -0.78 1.45
41 H 4.12 -2.85 -0.08
42 C -5.38 0.41 -0.68
43 H -0.90 -3.20 -0.78
44 H -3.06 1.85 -1.74
45 H 6.25 1.17 1.13
46 C -6.61 2.05 0.70
47 H 2.12 1.16 2.13
48 C -0.85 -3.11 2.15
49 H -7.09 2.93 1.39
50 C 3.43 1.84 -0.57
51 H 1.28 0.81 -2.02
52 C -6.66 0.37 -0.80
53 O 5.07 3.35 0.10
54 C -1.59 -0.04 -1.52
55 H 0.62 -1.81 0.83
56 N -2.49 0.39 -0.51
57 O 2.03 -3.60 -1.14
58 H -4.77 -0.33 -1.44
59 H 2.01 -0.49 1.99
60 C 1.51 -1.20 -1.84
61 H 0.25 -2.14 3.69
62 C -5.23 2.55 0.39
63 H -1.43 -2.76 3.98
64 N -0.91 -1.37 -1.37
65 H 0.05 -2.60 -2.49

Summary:
Energy relative to the best compared isomer or geometry (same formula, charge and spin) in eV: 27.839
Molecular weight in g mol⁻¹: 448.567
Highest occupied orbital energy in eV: -8.12
Spin multiplicity: 1
Gap between HOMO and LUMO in eV: 7.3
Total energy in Ha: -1453.79016

Here are the natural (NBO) charges for atoms 1 to 6, given in e: atom 1 (C): -0.220, atom 2 (H): 0.189, atom 3 (H): 0.196, atom 4 (H): 0.165, atom 5 (C): -0.185, atom 6 (C): -0.263